*P*
A single C3H3N3OS molecule, computed with wB97M-V/def2-TZVPD.

Results
SMILES string: SN=c1ncocn1
HOMO energy in eV: -8.273
HOMO-LUMO gap in Ha: 0.32030

Each line ends with the Löwdin charge.
Geometry (Å):
S1 2.3502 -0.4674 -0.7884  0.69
N1 0.9387 0.4672 -1.1635  -0.27
C1 -0.0068 0.2322 -0.3192  -0.58
N2 0.0324 -0.7039 0.7067  0.13
C2 -1.0208 -0.8017 1.3943  -0.16
O1 -2.1121 -0.0542 1.2659  0.06
C3 -2.0878 0.8958 0.3093  -0.17
N3 -1.1334 1.0222 -0.5025  0.15
H1 3.2091 0.2308 -1.5867  -0.15
H2 -1.1585 -1.4539 2.2244  0.14
H3 -2.9278 1.6796 0.2582  0.17



*Q*
A single C3H3N3OS molecule, computed with wB97M-V/def2-TZVPD.

Results
SMILES string: [H]/N=C1\N=CS\C1=N/O
HOMO energy in eV: -9.492
HOMO-LUMO gap in Ha: 0.32973

Each line ends with the Löwdin charge.
Geometry (Å):
H1 0.9898 -2.7775 -0.1175  0.08
N1 1.1146 -1.8851 0.3892  0.18
C1 0.3427 -1.0070 -0.0696  -0.44
N2 -0.5728 -1.2085 -1.1565  0.05
C2 -1.2391 -0.1526 -1.4104  -0.44
S1 -0.9531 1.3171 -0.4676  0.98
C3 0.2766 0.3948 0.4563  -0.51
N3 0.9875 0.7966 1.4145  0.01
O1 0.8576 2.0782 1.8317  -0.03
H2 -1.9832 -0.0982 -2.1748  0.07
H3 0.1794 2.5422 1.3047  0.05



Ranking the structures above by stability puts *P* first and *Q* last.